DFT (the ωB97M-V functional and the def2-TZVPD basis) results for a structure of composition C12H42LiN12O18 in a non-equilibrium geometry.

CARTESIAN COORDINATES (ANGSTROEM)
Li 2.464452 -2.958843 -0.917280
C 1.467799 0.120843 1.713243
C 0.378072 0.964269 1.648949
C -0.787753 0.739804 0.713483
O -1.717204 1.672566 0.560005
C -0.816042 -0.326390 -0.114780
C 0.186839 -1.361749 -0.103254
C 1.506922 -1.082186 0.886038
O 2.420876 -1.912160 0.931582
O 0.224834 -2.357257 -0.741211
O 0.557702 1.997581 2.396974
H 2.366851 0.260866 2.295054
H -1.628222 -0.443536 -0.816939
C -5.823068 2.285970 -1.046239
O -6.410874 2.666462 -2.062927
N -4.850734 1.389518 -1.001728
N -6.196816 2.669346 0.153672
H -4.390673 1.440725 -0.104052
H -4.541866 1.028380 -1.892950
H -7.026904 3.234626 0.260967
H -5.959373 2.137533 0.978845
C 5.513912 -0.247921 -0.038270
O 6.369013 0.144144 -0.808012
N 4.494386 0.511320 0.231697
N 5.554632 -1.393324 0.603416
H 3.891401 0.128755 0.945948
H 4.432089 1.439424 -0.161815
H 6.471707 -1.771122 0.794046
H 4.744283 -1.540443 1.188054
C -3.003616 -3.563775 0.737692
O -3.959018 -4.296366 1.012783
N -2.237898 -3.826654 -0.307999
N -2.641148 -2.412021 1.289872
H -1.380784 -3.294192 -0.352147
H -2.290236 -4.728021 -0.760651
H -2.004849 -1.817177 0.778619
H -3.374258 -2.112390 1.916665
C 1.254244 -5.340743 -1.263480
O 1.643912 -4.685903 -0.296592
N -0.024438 -5.309653 -1.644910
N 2.033174 -5.646082 -2.154152
H -0.287745 -5.714807 -2.531828
H -0.640025 -4.768721 -1.054530
H 1.676437 -6.041411 -3.012384
H 2.867124 -5.078174 -2.200036
C 2.753900 3.261844 -0.409102
O 3.613653 3.386485 -1.198870
N 1.443277 3.128948 -0.651931
N 2.996842 3.300635 0.842326
H 0.719405 3.283323 0.035286
H 0.985444 2.974917 -1.538925
H 2.301572 2.971763 1.496956
H 3.942855 3.399036 1.182160
C -1.590372 3.369925 -3.152717
O -0.746054 4.026294 -2.540551
N -2.686134 2.765086 -2.621473
N -1.647669 3.281475 -4.411558
H -2.614137 2.442732 -1.667005
H -3.373992 2.297564 -3.194510
H -2.492855 2.913445 -4.824232
H -0.871008 3.646312 -4.944279
O 3.607721 -1.981444 3.253255
H 3.080297 -2.020580 2.455428
H 3.217636 -2.637204 3.831224
O -2.518508 2.134665 3.557745
H -1.998757 1.869830 2.798834
H -1.963648 2.761695 4.021635
O -0.918812 -0.524577 -3.384451
H -1.128217 -0.089925 -2.557730
H -1.744741 -0.530872 -3.868211
O 2.608210 -1.556406 -2.325238
H 2.653211 -1.997845 -3.173377
H 2.083685 -0.772859 -2.490053
O -1.657623 4.826332 -0.324810
H -1.349110 4.690119 -1.220640
H -1.749240 3.943778 0.034253
O 0.128531 -0.363709 4.682140
H 0.733335 -0.097132 3.989766
H -0.180258 0.459284 5.061055
O -0.510220 4.394916 3.575063
H -0.083702 3.576123 3.322280
H 0.203813 4.951416 3.886008
O 1.370966 -4.159555 2.325099
H 1.636597 -3.349697 1.889439
H 1.216991 -4.777248 1.610279

Cartesian forces (eV/Å) of the 3 atoms listed first:
Li -0.740 0.689 1.203
C 0.400 -4.603 -3.016
C 2.012 2.753 2.485

- HOMO energy (eV) = -6.0150
- LUMO level (Ha) = 0.02233
- frontier orbital gap (eV) = 6.6
- net charge = -1


DFT (the ωB97M-V functional and the def2-TZVPD basis) results for a cluster of 9 separate species, C12H42N12O9 in total in a non-equilibrium geometry.

CARTESIAN COORDINATES (ANGSTROEM)
C -3.347890 3.163455 2.508787
C -3.717011 3.712496 1.133428
O -2.545546 3.444988 0.407604
H -2.902878 2.176606 2.404397
H -4.171713 3.058490 3.185236
H -2.647195 3.923925 2.964553
H -3.903955 4.775208 1.096943
H -4.643672 3.214444 0.740593
H -2.529412 2.468227 0.191271
C 3.883680 0.868240 2.824550
C 5.266649 1.092894 3.401020
O 5.409680 0.143729 4.472899
H 3.038211 1.115989 3.452527
H 3.605071 -0.110365 2.386064
H 3.895164 1.437662 1.885206
H 5.434086 2.167432 3.630297
H 5.881602 0.832989 2.567278
H 6.221203 0.245902 4.793757
C 0.201775 -4.180065 -0.961602
C 1.706826 -4.233205 -1.455088
O 2.137333 -2.902061 -1.520791
H 0.175890 -3.885052 0.063875
H -0.267255 -5.105571 -1.071194
H -0.496646 -3.472693 -1.365921
H 1.818355 -4.770120 -2.371045
H 2.370184 -4.720576 -0.749757
H 3.031695 -3.068989 -1.689802
C -1.406357 -2.267437 -4.081602
O -0.014667 -2.288097 -3.821835
N -1.909279 -1.432055 -4.941407
N -2.315144 -3.047438 -3.560047
H -1.128746 -0.809637 -5.385809
H -2.845462 -1.163575 -5.292476
H -1.987852 -3.951788 -3.115137
H -3.249068 -3.120893 -4.066070
C -3.000521 -0.002068 -1.703791
O -3.127299 1.039299 -0.763572
N -3.173386 0.228709 -2.969615
N -2.454482 -1.180074 -1.485612
H -3.426774 1.156201 -3.320060
H -2.632668 -0.363728 -3.703853
H -2.382623 -1.543317 -0.456846
H -2.484960 -1.977904 -2.234493
C 0.425094 -0.069666 0.205118
O 1.537136 -0.023531 1.127820
N -0.412915 0.902656 0.169839
N 0.228205 -0.850997 -0.795161
H -0.232663 1.742013 0.743745
H -1.288094 0.929899 -0.361969
H 0.982116 -1.518042 -0.963848
H -0.689646 -0.930659 -1.289732
C 0.916222 3.690923 1.139585
O 0.845307 4.912307 0.446381
N 1.971723 2.952421 1.214798
N -0.104859 3.114701 1.772186
H 2.834698 3.427951 1.155094
H 1.937346 1.935623 1.365536
H -1.022545 3.585342 1.682342
H -0.010276 2.417946 2.494690
C 0.730293 -2.431553 3.474649
O 0.319960 -3.044703 2.352159
N 0.267227 -2.909305 4.616537
N 1.358031 -1.282846 3.515799
H -0.436116 -3.696869 4.585040
H 0.492163 -2.624132 5.639516
H 1.394366 -0.783294 2.627186
H 1.354429 -0.670120 4.373050
C 0.055521 1.492789 -3.327156
O -0.266787 1.866686 -4.649717
N -0.036047 2.273858 -2.288555
N 0.712997 0.357448 -3.125777
H -0.460623 3.194823 -2.275453
H -0.030762 1.743758 -1.417280
H 0.683012 -0.235244 -3.989999
H 0.580546 -0.140358 -2.239281

Cartesian forces (eV/Å) of the 3 atoms listed first:
C -0.031 1.633 0.690
C -0.448 -1.554 0.493
O 0.268 -0.866 -1.689

- HOMO energy (eV) = -8.5961
- LUMO level (Ha) = -0.01897
- frontier orbital gap (eV) = 8.1
- structure (SMILES) = NC(N)=O.NC(N)=O.NC(N)=O.NC(N)=O.NC(N)=O.NC(N)=O.CCO.CCO.CCO


DFT (the ωB97M-V functional and the def2-TZVPD basis) results for a structure of composition C12H43FeO10 in a non-equilibrium geometry.

CARTESIAN COORDINATES (ANGSTROEM)
Fe 0.544638 2.374877 7.900262
C 1.741618 0.350397 1.789862
C 0.885508 0.232007 3.023092
O 1.491608 0.691337 4.261982
H 2.775408 0.081627 2.007032
H 1.714538 1.371667 1.409932
H 1.550928 -0.374933 0.998892
H 0.613688 -0.814023 3.164682
H -0.107802 0.642357 2.841312
C -0.665392 -5.789033 3.350822
C 0.641028 -6.084273 2.675752
O 0.467808 -6.428733 1.377572
H -0.675062 -5.346533 4.346912
H -1.308232 -6.668813 3.379762
H -1.294322 -5.103393 2.782972
H 1.217968 -6.771343 3.294752
H 1.202368 -5.150343 2.647852
H 0.159278 -7.328583 1.248452
C 2.838328 3.370327 -5.546978
C 2.008438 3.741157 -4.283118
O 2.853088 4.383697 -3.379308
H 3.130668 4.211067 -6.176098
H 2.230468 2.729527 -6.185708
H 3.728498 2.752607 -5.428148
H 1.744938 2.928577 -3.606088
H 1.162388 4.321307 -4.651548
H 3.400188 3.684227 -3.014598
C -4.975812 -1.407783 1.666162
C -5.971282 -2.280683 0.843362
O -5.594122 -3.639913 0.927882
H -3.948192 -1.402233 1.302752
H -4.916662 -1.822833 2.672312
H -5.469322 -0.436043 1.682072
H -6.136462 -1.978823 -0.190898
H -6.982892 -2.258253 1.248632
H -5.021902 -3.795793 0.172992
C -3.540672 3.054717 -1.277178
C -3.059462 4.444417 -0.926148
O -3.951282 5.272417 -1.660048
H -2.970702 2.293107 -0.745008
H -3.381562 2.893017 -2.343308
H -4.595682 2.989057 -1.011228
H -2.037292 4.617857 -1.262568
H -3.156592 4.702647 0.128362
H -3.754252 5.210197 -2.597548
C 0.429948 -2.095813 -4.554688
C -0.808372 -2.064843 -5.468618
O -1.526402 -3.274053 -5.337138
H 0.868948 -3.090923 -4.626138
H 0.070118 -2.018743 -3.528678
H 1.150858 -1.298063 -4.733598
H -0.408412 -1.948913 -6.475938
H -1.493842 -1.222813 -5.372548
H -1.740202 -3.347533 -4.404138
O 0.924828 6.168807 3.147922
H 0.457238 6.129077 3.982192
H 1.715138 5.647997 3.290722
O 5.987768 -1.748793 -1.908568
H 6.530988 -1.694423 -1.122308
H 5.394438 -2.480803 -1.740178
O 4.148918 4.066977 4.598592
H 3.626198 3.265217 4.585102
H 4.182328 4.316157 5.522182
O 5.533278 -0.527003 5.402102
H 4.586628 -0.396053 5.348032
H 5.781178 -0.847263 4.534802

Cartesian forces (eV/Å) of the 3 atoms listed first:
Fe 0.004 -0.104 -0.109
C 1.111 0.114 -0.019
C 0.585 0.072 0.884

- HOMO energy (spin up / spin down) (eV) = -11.3710 / -11.3710
- LUMO level (spin up / spin down) (Ha) = -0.26907 / -0.27114
- frontier orbital gap (spin up / spin down) (eV) = 4.0 / 4.0
- spin multiplicity = 5
- net charge = +1
- <S²> = 6.010


DFT (the ωB97M-V functional and the def2-TZVPD basis) results for a cluster of 11 separate species, C12H43O12 in total in a non-equilibrium geometry.

CARTESIAN COORDINATES (ANGSTROEM)
C 0.020061 0.982068 0.232596
C 0.324531 -0.210972 -0.714384
O -0.558799 -1.080132 -0.702684
O 1.409681 -0.291042 -1.413714
H -0.360199 0.753018 1.228106
H -0.795139 1.566398 -0.194144
H 0.885731 1.629368 0.373026
C -4.096359 -0.504192 0.248486
O -5.092699 0.524768 0.228176
H -3.985859 -1.128772 1.134936
H -4.299099 -1.156042 -0.601274
H -3.087169 -0.113462 0.118266
H -5.785269 0.269728 -0.385744
C 0.789981 2.592578 -3.347044
O 1.492641 1.406858 -3.785794
H 0.662231 3.238798 -4.215484
H -0.172149 2.381798 -2.880174
H 1.367831 3.117268 -2.586194
H 1.411601 0.700548 -3.140694
C -2.815189 2.744208 1.877916
O -2.154869 3.974118 2.275406
H -3.490789 3.001858 1.062266
H -2.168269 1.895428 1.656176
H -3.462279 2.370958 2.671686
H -1.900619 4.496198 1.510946
C 0.758431 -3.430092 -2.474654
O 1.839531 -2.639242 -2.866284
H 0.693391 -3.722212 -1.426544
H -0.151079 -2.884052 -2.725134
H 0.716381 -4.401502 -2.967314
H 1.935761 -1.891122 -2.272424
C -2.384219 -3.986062 0.068316
O -2.674219 -3.429042 -1.196554
H -1.407869 -4.468952 0.027546
H -2.436069 -3.286142 0.902306
H -3.067159 -4.773802 0.386376
H -2.352989 -2.524712 -1.221044
C 1.207881 -2.387382 2.292686
O 0.537551 -3.045042 1.191436
H 1.315361 -1.334342 2.032586
H 0.718421 -2.634012 3.234866
H 2.148711 -2.933522 2.361006
H 0.426781 -2.363542 0.524426
C 3.139931 4.347748 1.177246
O 4.521201 4.609278 1.355196
H 2.569741 4.915648 0.442076
H 3.155341 3.310868 0.841486
H 2.635721 4.385118 2.142896
H 4.768171 5.092028 2.147376
C 4.807951 -1.256422 0.763316
O 4.129281 -1.348762 -0.429734
H 5.872691 -1.198472 0.537286
H 4.679201 -0.387382 1.408526
H 4.675551 -2.141942 1.384956
H 3.289411 -0.883772 -0.428444
C -1.606519 -0.335322 -4.422424
O -2.065859 -0.997122 -3.272664
H -0.600959 -0.635352 -4.717264
H -2.207479 -0.544802 -5.307334
H -1.529119 0.740038 -4.262104
H -1.368479 -0.970922 -2.613444
C -0.350299 1.310968 4.457716
O 0.113131 0.044498 4.791566
H -0.675439 1.311508 3.417336
H -1.293309 1.463798 4.982566
H 0.388901 2.078578 4.686746
H 0.987101 0.063628 4.394836

Cartesian forces (eV/Å) of the 3 atoms listed first:
C 0.678 0.531 -0.434
C 1.223 -0.147 -0.060
O -0.697 -0.526 -0.201

- HOMO energy (eV) = -6.2194
- LUMO level (Ha) = 0.08125
- frontier orbital gap (eV) = 8.4
- net charge = -1


Quick rundown of electronic energy, same order as above: -2501.67156 -1816.53682 -2498.48248 -1385.78018 Eh
Quick rundown of energy above the lowest of the compared OMol25 structures with the same formula, charge and spin, same order as above: 0.0 966.2 653.3 159.8 kJ/mol